# 1
37
Properties=species:S:1:pos:R:3:forces:R:3 method="wB97M-V/def2-TZVPD" total_charge=-1 total_energy_ev=-98366.3251 lumo_ev=2.23 homo_lumo_gap_ev=7.03
N 0.243 -0.137 0.215 -0.289 0.312 0.275
H 0.572 0.300 -0.634 0.137 0.210 -1.028
H 0.292 0.551 0.953 0.096 -0.061 0.452
H 0.726 -0.999 0.427 0.244 0.229 0.097
H -0.729 -0.348 0.044 -1.599 -0.226 -0.269
N -0.518 1.776 -2.893 -3.797 1.544 -1.820
O -0.257 2.843 -3.458 1.658 0.853 -0.085
O 0.298 1.135 -2.265 3.329 -1.366 1.941
O -1.677 1.376 -2.979 -0.509 -0.842 0.263
N -3.627 -0.349 -0.222 -1.713 1.049 -1.672
O -3.871 -0.251 -1.396 -0.442 -0.296 -2.554
O -2.503 -0.500 0.163 5.585 -1.042 1.845
O -4.493 -0.223 0.599 -3.122 0.166 2.952
Cl -0.609 -1.807 -2.998 0.670 -0.357 0.263
C 1.160 -2.051 -2.769 -0.527 -1.460 -0.949
C 1.571 -3.325 -1.970 0.568 1.798 -1.257
Cl 1.339 -2.918 -0.295 0.084 -1.192 1.382
H 1.549 -1.114 -2.371 0.067 -0.335 0.161
H 1.618 -2.241 -3.739 -0.267 0.437 -0.305
H 2.638 -3.394 -2.182 0.217 -0.041 0.453
H 1.182 -4.305 -2.246 -0.719 0.456 0.091
Cl -2.546 -1.307 5.462 0.154 -0.323 1.136
C -2.909 -0.710 3.863 1.035 0.913 -1.290
C -2.101 0.613 3.579 -1.608 -0.483 -0.017
Cl -0.366 0.352 3.401 0.485 -0.392 0.305
H -3.991 -0.614 3.770 0.238 0.416 -0.121
H -2.572 -1.483 3.173 -0.159 0.223 -0.152
H -2.229 1.335 4.385 -0.031 -0.166 0.009
H -2.409 1.072 2.640 -0.294 -0.301 0.038
Cl 3.201 -0.001 -0.532 0.544 1.219 -0.001
C 3.612 1.781 -0.400 0.734 0.057 0.061
C 2.514 2.628 0.221 -0.074 -0.326 -1.092
Cl 1.982 2.039 1.775 -0.011 -0.138 1.021
H 3.879 2.180 -1.379 -0.593 -0.310 -0.275
H 4.564 1.849 0.127 -0.252 -0.290 0.489
H 1.653 2.584 -0.446 -0.056 0.207 -0.042
H 2.811 3.665 0.377 0.219 -0.140 -0.303



# 2
30
Properties=species:S:1:pos:R:3:forces:R:3 method="wB97M-V/def2-TZVPD" total_charge=+2 total_energy_ev=-93995.8386 lumo_ev="-9.80 / -11.59" s_squared=12.02 homo_lumo_gap_ev="6.00 / 4.20" multiplicity=7
Co -29.331 -20.816 8.435 -1.902 1.979 -1.284
Co -33.011 -19.099 8.864 0.090 0.253 -0.104
C -30.891 -19.050 7.446 -3.091 -4.456 -0.672
O -30.101 -19.862 6.803 1.996 0.824 -0.166
O -31.966 -18.575 6.973 1.531 1.462 -0.311
O -30.936 -19.398 8.690 1.594 -0.039 2.819
C -34.810 -19.445 3.858 -1.428 0.871 0.555
C -33.690 -20.142 4.593 -0.218 0.434 -1.337
O -34.107 -21.264 5.350 0.551 0.497 0.098
H -35.541 -19.011 4.556 0.021 -0.362 0.205
H -35.400 -20.072 3.192 0.335 -0.172 -0.094
H -34.512 -18.531 3.338 0.477 -0.303 -0.335
H -33.185 -19.367 5.180 0.180 -0.352 0.279
H -33.014 -20.475 3.804 0.345 -0.441 0.348
H -34.384 -20.904 6.193 -0.426 -0.261 0.168
C -30.726 -15.497 5.094 -0.974 0.765 0.487
C -31.893 -15.296 6.029 0.953 1.456 0.419
O -32.992 -16.077 5.759 -0.172 -1.690 0.304
H -29.931 -14.806 5.364 0.134 -0.048 -0.117
H -31.133 -15.355 4.090 0.319 -0.037 -0.240
H -30.306 -16.510 5.101 0.432 -0.539 -0.192
H -32.202 -14.246 6.023 -0.088 0.020 -0.266
H -31.544 -15.381 7.082 -0.112 -0.395 -0.064
H -32.779 -16.986 6.082 -0.310 0.648 -0.405
C -31.493 -17.910 3.289 0.497 1.216 0.082
O -30.542 -18.182 4.309 0.025 0.105 -1.076
H -31.877 -18.814 2.814 -0.301 -0.294 0.405
H -32.262 -17.287 3.771 -0.677 -0.392 -0.082
H -31.060 -17.293 2.504 0.554 -0.233 0.108
H -31.025 -18.491 5.088 -0.336 -0.517 0.465



# 3
23
Properties=species:S:1:pos:R:3:forces:R:3 method="wB97M-V/def2-TZVPD" total_energy_ev=-7967.5291 lumo_ev="0.84 / 0.60" s_squared=0.75 homo_lumo_gap_ev="4.48 / 9.36" multiplicity=2
C 0.681 -0.619 1.318 0.198 0.171 0.118
C 0.610 0.672 0.480 0.037 -0.150 0.532
C 1.967 1.344 0.334 0.291 0.214 -0.191
C 1.909 2.638 -0.467 -0.375 0.130 -0.028
H 1.202 -1.395 0.760 -0.027 -0.105 0.023
H -0.275 -1.031 1.666 0.026 0.095 -0.280
H 1.242 -0.447 2.241 0.044 0.090 -0.121
H -0.123 1.359 0.915 0.108 0.157 0.091
H 0.258 0.470 -0.531 -0.005 -0.160 -0.119
H 2.649 0.646 -0.165 -0.059 0.000 0.029
H 2.434 1.578 1.290 -0.167 -0.196 0.289
H 1.438 2.474 -1.440 0.249 -0.003 -0.101
H 2.900 3.077 -0.591 -0.037 -0.080 -0.163
H 1.289 3.393 0.027 0.045 -0.091 0.134
C -2.504 -1.860 -0.808 -0.854 0.399 1.052
C -1.546 -2.828 -0.817 0.322 -0.335 -0.471
N -2.138 -0.480 -0.448 -0.293 -1.224 -0.603
H -3.541 -1.981 -1.079 0.140 0.110 -0.173
H -1.847 -3.813 -1.147 0.184 0.027 -0.077
H -0.550 -2.718 -0.413 -0.068 0.071 0.135
H -1.591 -0.494 0.407 -0.198 0.362 0.160
H -1.485 -0.072 -1.166 0.310 0.404 -0.506
H -2.978 0.088 -0.366 0.128 0.114 0.272



# 4
24
Properties=species:S:1:pos:R:3:forces:R:3 method="wB97M-V/def2-TZVPD" total_charge=-1 total_energy_ev=-9459.5871 lumo_ev="3.82 / 3.75" s_squared=0.75 homo_lumo_gap_ev="2.34 / 8.47" multiplicity=2
C 0.346 0.535 -0.484 0.539 -0.995 0.343
N -0.108 0.774 -1.820 -0.745 1.077 -0.877
C 0.786 1.344 -2.819 -0.203 -0.793 0.656
N 1.788 0.466 -3.367 0.612 0.738 -0.520
C -0.816 0.175 0.441 -0.017 -0.131 0.224
C -0.537 -0.894 1.490 0.661 -0.280 0.347
C 0.488 -0.468 2.538 1.761 1.392 -0.090
C -1.827 -1.272 2.192 -0.334 0.299 0.615
H 0.879 1.407 -0.100 -0.054 0.110 -0.219
H 1.086 -0.288 -0.418 -0.005 0.107 -0.082
H -0.628 0.025 -2.245 -0.016 -0.399 0.393
H 1.154 2.255 -2.349 0.569 -0.003 -0.285
H 0.199 1.637 -3.685 -0.363 0.237 0.044
H 1.457 -0.155 -4.095 0.151 -0.088 0.462
H 2.544 0.129 -2.790 -0.297 -0.190 0.109
H -1.664 -0.172 -0.146 -0.099 0.084 -0.238
H -1.134 1.056 0.987 -0.304 0.337 -0.011
H -0.059 -1.747 1.004 -0.464 -0.188 -0.254
H 0.121 -0.304 3.551 -0.161 -0.525 0.084
H 1.441 -1.014 2.511 -0.535 -0.947 0.444
H 1.013 0.483 2.339 -0.843 0.385 -0.442
H -2.199 -0.366 2.686 -0.251 0.108 -0.294
H -1.729 -1.944 3.050 0.375 -0.352 -0.302
H -2.601 -1.663 1.530 0.023 0.016 -0.107



# 5
24
Properties=species:S:1:pos:R:3:forces:R:3 method="wB97M-V/def2-TZVPD" total_energy_ev=-9455.9913 lumo_ev=-2.31 homo_lumo_gap_ev=4.96
C 0.546 2.340 0.865 -0.327 0.585 -0.213
N -0.271 1.205 0.665 -0.542 -0.535 -0.132
C -0.281 1.647 -2.766 -0.941 0.221 0.106
C 0.158 -0.320 2.568 -0.562 -0.140 -0.491
C 0.278 0.010 1.061 1.112 -0.306 0.155
C -0.409 -1.048 0.195 -0.681 0.689 0.013
N 0.212 -2.245 0.299 -0.349 -0.284 0.222
C -0.150 -3.169 -0.744 0.830 0.646 -0.161
H 0.035 3.202 0.436 0.245 0.121 -0.095
H 0.645 2.551 1.942 0.234 -0.132 0.023
H 1.547 2.233 0.424 0.068 -0.016 0.137
H -0.850 2.581 -2.768 0.383 0.146 -0.063
H 0.750 1.787 -3.069 0.012 0.013 -0.007
H -0.830 0.998 -3.446 0.268 -0.229 -0.141
H 0.526 0.500 3.178 0.221 -0.008 -0.005
H -0.911 -0.433 2.760 0.031 -0.092 0.235
H 0.677 -1.251 2.778 0.069 0.040 0.126
H 1.352 -0.078 0.774 0.208 0.251 0.390
H -0.382 1.248 -1.759 0.279 -0.019 -0.055
H -1.480 -0.974 0.528 0.152 -0.155 -0.034
H -0.438 -0.628 -0.842 -0.301 -0.161 -0.009
H 0.072 -2.746 -1.739 -0.062 -0.049 0.029
H -1.229 -3.337 -0.718 -0.113 -0.283 0.025
H 0.435 -4.072 -0.623 -0.235 -0.304 -0.054



# 6
24
Properties=species:S:1:pos:R:3:forces:R:3 method="wB97M-V/def2-TZVPD" total_energy_ev=-9457.0825 lumo_ev=0.75 homo_lumo_gap_ev=8.67
N 1.376 3.510 -1.089 -0.053 -0.176 -0.067
C 0.957 2.175 -1.145 0.117 0.145 -0.252
C 2.093 1.181 -1.158 -0.209 0.058 0.661
C -0.328 1.834 -1.278 0.220 0.024 0.184
N 0.291 -1.333 -0.123 -3.158 0.840 -0.410
C -0.890 -1.770 -0.491 0.998 -2.390 -1.135
C -1.829 -2.552 0.436 -0.300 0.759 0.864
C -1.505 -2.346 1.924 -0.254 0.286 -0.141
H 2.211 3.671 -0.547 -0.024 -0.005 -0.035
H 0.639 4.153 -0.855 -0.013 0.148 0.023
H 1.178 0.627 1.905 0.136 0.640 -0.444
H 2.976 1.664 -0.737 0.155 -0.175 -0.114
H 2.316 0.805 -2.149 0.055 0.208 -0.282
H 1.845 0.302 -0.559 0.006 0.168 -0.053
H -0.561 0.786 -1.310 -0.199 -0.054 -0.249
H -1.120 2.575 -1.333 0.043 -0.096 0.067
H 1.048 0.069 2.344 -0.117 -0.572 0.501
H -1.213 -1.828 -1.549 0.202 -0.120 -0.096
H -0.569 -0.781 0.382 2.032 0.422 1.563
H -2.869 -2.296 0.244 -0.190 0.163 -0.132
H -1.780 -3.614 0.193 0.429 0.020 -0.379
H -1.902 -1.377 2.262 0.142 -0.253 0.005
H -1.933 -3.124 2.553 -0.123 0.009 -0.088
H -0.431 -2.333 2.082 0.104 -0.048 0.007



# 7
24
Properties=species:S:1:pos:R:3:forces:R:3 method="wB97M-V/def2-TZVPD" total_energy_ev=-9461.4570 smiles=CNC[C@@H](N)C(C)C lumo_ev=1.10 homo_lumo_gap_ev=9.59
N 0.808 -0.629 -1.527 0.442 -0.024 -0.275
C 0.135 -0.081 -0.354 -0.373 -0.945 -0.053
C -1.399 -0.214 -0.376 -0.009 0.950 -0.592
C -1.946 0.308 -1.716 -0.724 -0.065 0.129
C -2.018 0.653 0.720 0.194 -0.573 0.802
C 0.720 -0.806 0.860 0.177 -0.564 -0.058
N 2.154 -0.746 0.997 0.484 0.120 -0.270
C 2.676 0.524 1.481 0.163 -0.147 0.374
H 0.825 -1.640 -1.577 -0.249 -0.055 0.219
H 0.448 -0.289 -2.405 -0.068 0.140 0.050
H 0.374 0.977 -0.354 0.017 0.369 0.217
H -1.744 -1.242 -0.249 0.336 -0.154 0.087
H -3.011 0.511 -1.561 0.074 0.123 -0.204
H -1.908 -0.371 -2.572 0.320 -0.099 0.204
H -1.469 1.251 -1.998 0.000 -0.007 0.036
H -1.860 1.717 0.543 -0.327 0.049 -0.259
H -1.559 0.466 1.692 0.111 -0.094 0.001
H -3.067 0.385 0.875 -0.034 0.450 -0.289
H 0.287 -0.522 1.811 -0.280 0.259 0.049
H 0.474 -1.868 0.720 -0.167 0.048 0.062
H 2.542 -0.943 0.084 0.115 0.050 -0.011
H 2.806 0.477 2.563 -0.223 0.098 0.119
H 2.053 1.395 1.246 0.038 0.005 -0.113
H 3.680 0.686 1.096 -0.016 0.066 -0.224



# 8
24
Properties=species:S:1:pos:R:3:forces:R:3 method="wB97M-V/def2-TZVPD" total_energy_ev=-9458.3613 smiles=CNCCC[C@H](C)N lumo_ev=1.08 homo_lumo_gap_ev=9.48
C 2.896 1.202 0.918 -3.008 -2.427 0.865
C 1.554 0.341 1.156 2.928 -0.368 2.638
C 0.671 -0.249 0.075 0.407 2.129 3.147
C -0.236 0.729 -0.566 1.607 -2.426 -6.290
C -1.131 -0.320 -1.486 -0.061 1.279 1.384
N -2.175 -0.769 -0.550 -1.621 1.319 0.123
C -3.528 -0.443 -0.956 -2.314 -2.254 -1.205
N 2.232 -0.864 1.884 -2.281 1.144 -0.065
H 2.574 2.088 0.514 -0.090 2.545 -0.776
H 3.427 0.635 0.213 1.299 -0.493 -0.929
H 3.342 1.236 1.907 0.271 0.423 -0.218
H 0.938 1.019 1.891 0.750 -1.611 -1.150
H 1.159 -0.934 -0.566 0.788 -0.082 -1.090
H 0.106 -0.874 0.701 -1.279 -1.262 0.732
H -0.842 1.506 -0.198 -0.867 0.240 1.529
H 0.437 1.276 -1.288 -0.587 -0.197 0.379
H -1.473 0.199 -2.414 -0.408 -0.353 0.958
H -0.734 -1.316 -1.822 0.967 1.397 0.211
H -2.097 -0.546 0.462 0.692 0.091 -1.269
H -4.150 0.483 -1.019 1.514 0.762 1.105
H -3.637 -0.674 -2.065 0.137 -0.672 1.269
H -4.167 -1.138 -0.319 0.287 0.689 -1.181
H 3.222 -0.869 1.623 -0.978 -1.067 0.144
H 1.610 -1.719 1.907 1.849 1.193 -0.312



# 9
24
Properties=species:S:1:pos:R:3:forces:R:3 method="wB97M-V/def2-TZVPD" total_energy_ev=-9457.2050 lumo_ev=-0.10 homo_lumo_gap_ev=7.74
C -0.967 -0.616 1.679 3.225 0.043 1.090
C -0.367 1.908 -0.245 0.443 -0.460 -0.125
C -0.131 0.160 -1.912 0.340 -0.071 0.544
C -2.237 -0.851 0.916 0.528 0.423 -0.948
N 0.120 0.571 -0.544 -0.852 -0.016 0.184
H -0.522 -1.540 2.037 -0.399 -0.136 0.561
H -1.042 0.139 2.452 -0.120 -0.165 0.294
H -0.048 2.201 0.752 -0.090 -0.029 0.057
H -1.458 1.919 -0.309 -0.005 0.081 -0.041
H 0.051 2.643 -0.939 -0.039 0.201 -0.025
H 0.006 -0.914 -2.023 0.079 -0.011 -0.090
H -1.179 0.363 -2.141 0.023 0.099 -0.008
H 0.498 0.687 -2.638 0.055 0.029 -0.211
H -2.704 0.087 0.618 -0.041 -0.023 -0.071
H -2.956 -1.404 1.533 0.253 0.100 0.115
H -2.060 -1.447 0.020 -0.059 0.010 -0.051
C 1.849 -1.208 -0.274 -0.249 -0.182 0.945
C 1.316 0.156 0.170 2.033 2.359 -4.366
N 2.190 1.157 0.302 -1.308 -1.215 0.471
H 3.151 0.822 0.348 -0.076 -0.301 0.715
H 0.493 -0.192 1.302 -3.456 -0.811 1.025
H 2.711 -1.473 0.339 -0.066 -0.006 0.110
H 1.088 -1.977 -0.138 0.052 -0.093 -0.182
H 2.202 -1.190 -1.306 -0.269 0.172 0.008